The following is a DFT calculation (ωB97M-V/def2-TZVPD) of a molecular structure, C33H47N8O6RbSi3 at a distorted geometry.

As for the HOMO energy: -1.72 eV. As for the charge: -2. Its frontier orbital gap is 5.293 eV. The energy relative to the best compared isomer or geometry (same formula, charge and spin) is 107.07 kJ/mol.

Positions of all 98 atoms, in Å:
Rb -0.3883 -0.3664 -0.6483
O 0.2191 2.0396 4.9748
C 0.0367 1.1734 4.1161
N -1.0676 0.8563 3.4409
C -2.3019 1.2469 3.7922
O -2.7711 1.4512 4.9092
C -3.2254 1.3124 2.5936
C -3.9028 2.4920 2.3030
C -4.6915 2.5380 1.1679
C -4.7978 1.4032 0.3789
C -4.1058 0.2659 0.7684
N -3.3322 0.2147 1.8474
C 1.2233 0.3072 3.7294
C 2.2073 0.0682 4.6862
C 3.2555 -0.7717 4.3635
C 3.3067 -1.3162 3.0878
C 2.3039 -0.9838 2.1892
N 1.2764 -0.2019 2.5020
H -3.7869 3.3483 2.9533
H -5.2050 3.4517 0.8923
H -5.3768 1.3994 -0.5346
H -4.1494 -0.6405 0.1773
H 2.1164 0.5451 5.6516
H 4.0258 -0.9970 5.0927
H 4.1145 -1.9676 2.7823
H 2.3234 -1.3583 1.1745
C 4.4641 0.7377 0.2894
O 3.2593 0.7529 -0.4083
Si 3.1055 1.0771 -2.0582
C 3.4034 -0.5874 -2.9103
C 4.6446 2.1171 -2.4980
C 1.5311 1.8486 -2.3951
Si 1.1145 3.3550 -1.4665
C -0.7366 3.5689 -1.0782
C 1.5890 4.9709 -2.3736
C 1.9764 3.5106 0.2115
Si 0.8150 1.6055 -4.0403
C 0.3625 -0.2091 -4.4458
C 1.9720 2.1311 -5.4693
C -0.7797 2.5763 -4.3531
H 5.1248 1.5602 -0.0071
H 5.0118 -0.2040 0.1398
H 4.2568 0.8411 1.3563
H 4.4316 -0.9199 -2.7425
H 3.2405 -0.5333 -3.9873
H 2.7355 -1.3527 -2.5117
H 5.5911 1.5865 -2.3610
H 4.6741 3.0292 -1.8974
H 4.5737 2.4247 -3.5430
H -1.2677 4.0552 -1.8969
H -0.8730 4.1788 -0.1816
H -1.2349 2.6134 -0.9092
H 1.0902 5.0266 -3.3430
H 2.6654 4.9969 -2.5586
H 1.3174 5.8631 -1.8024
H 1.7091 2.6846 0.8704
H 1.6807 4.4448 0.6961
H 3.0627 3.5074 0.1139
H 0.9675 -0.6155 -5.2597
H -0.6862 -0.2881 -4.7388
H 0.5076 -0.8594 -3.5826
H 2.9012 1.5572 -5.4328
H 2.2361 3.1860 -5.3680
H 1.5220 1.9799 -6.4544
H -1.5498 2.2735 -3.6442
H -1.1487 2.3743 -5.3622
H -0.6296 3.6525 -4.2598
O -2.4734 0.4112 -2.0771
N -2.7808 -0.4569 -2.9244
N -2.6205 -1.6896 -2.5443
O -2.1945 -2.0796 -1.3743
C -2.9684 -2.6708 -3.5009
C -2.7705 -4.0035 -3.1569
C -3.0918 -5.0027 -4.0629
C -3.6083 -4.6877 -5.3103
C -3.8001 -3.3509 -5.6449
C -3.4854 -2.3419 -4.7539
H -2.3616 -4.2127 -2.1801
H -2.9306 -6.0383 -3.7892
H -3.8549 -5.4699 -6.0171
H -4.1972 -3.0891 -6.6182
H -3.6245 -1.3036 -5.0131
C 0.9106 -6.1151 -0.1337
N 0.3340 -5.0693 0.6848
C -0.4524 -5.3547 1.7508
C -1.0158 -4.3812 2.4901
C -0.7420 -3.0213 2.0873
N -0.0073 -2.7456 1.0268
C 0.5543 -3.7241 0.2850
O 1.2517 -3.5327 -0.6977
N -1.2549 -2.0166 2.7919
H 0.9398 -7.0421 0.4399
H 1.9168 -5.8226 -0.4256
H 0.3288 -6.2672 -1.0458
H -0.5918 -6.4064 1.9715
H -1.6339 -4.6086 3.3440
H -1.8602 -2.1954 3.5718
H -1.0576 -1.0308 2.5965

Atom charges from the Löwdin analysis, given in e for atoms 1 to 4: 0.77, 0.01, -0.48, 0.12